Record 1
{"formula": "CH10ClN2O4", "method": "ωB97M-V/def2-TZVPD", "species": ["Cl", "C", "O", "N", "N", "H", "H", "H", "H", "O", "H", "H", "O", "H", "H", "O", "H", "H"], "xyz": [[1.633843, 1.496483, -1.599452], [1.640073, -1.584687, 3.786348], [1.485273, -2.210517, 4.870008], [1.246063, -2.131637, 2.704298], [2.166843, -0.400177, 3.617938], [0.954763, -3.096107, 2.775328], [1.313063, -1.729297, 1.780318], [2.148403, 0.080893, 2.730058], [2.634383, 0.128073, 4.340738], [-1.490717, -1.429557, -3.139672], [-0.650317, -1.143897, -2.781402], [-1.430447, -2.384627, -3.160722], [-1.391727, 2.646643, -4.810692], [-0.689207, 2.900393, -4.212112], [-1.083297, 2.923063, -5.673642], [-3.011297, 1.835073, -0.723452], [-3.406517, 2.229703, 0.053908], [-2.069187, 1.870183, -0.557802]], "forces_ev_per_angstrom": [[-0.158, -0.103, 0.101], [-0.153, -1.591, 4.928], [0.768, 1.344, -0.813], [-1.884, -2.913, -4.775], [1.727, 3.743, 0.201], [-0.096, 0.367, -0.053], [0.093, -0.006, 0.227], [-0.037, -0.319, 0.013], [-0.428, -0.543, 0.139], [-0.314, -0.140, -0.133], [0.355, 0.423, 0.152], [0.011, -0.197, -0.004], [-0.353, 0.059, -0.184], [0.303, -0.134, 0.409], [0.092, 0.020, -0.172], [-0.345, -0.034, -0.051], [-0.077, 0.088, 0.163], [0.495, -0.064, -0.148]], "homo_lumo_gap_ev": 7.4, "energy_ha": -914.86491, "homo_ev": -4.35, "max_force_ev_per_a": 5.9, "e_lumo_ha": 0.1118, "total_charge": -1}

---

Record 2
{"formula": "C21H32N4O5", "method": "ωB97M-V/def2-TZVPD", "species": ["N", "C", "O", "C", "C", "C", "C", "N", "C", "C", "C", "C", "C", "C", "C", "O", "O", "N", "O", "H", "H", "H", "H", "H", "H", "H", "H", "H", "H", "H", "H", "H", "H", "C", "C", "C", "C", "C", "C", "N", "O", "C", "C", "C", "H", "H", "H", "H", "H", "H", "H", "H", "H", "H", "H", "H", "H", "H", "H", "H", "H", "H"], "xyz": [[1.699512, -2.543596, -0.272802], [1.503384, -2.946534, -1.403155], [1.772380, -3.185204, -2.794336], [0.888998, -2.330843, -3.602810], [1.246267, -0.780835, -3.415626], [0.511293, 0.191543, -4.469116], [-0.375862, 1.364940, -3.769202], [-1.842060, 1.255212, -4.043397], [-2.657751, 1.065546, -2.793609], [-3.420790, -0.360101, -2.973617], [-2.765609, -1.659948, -2.396501], [-3.492168, -3.018197, -2.624086], [-4.846305, -3.080598, -3.401658], [-5.508143, -1.774312, -3.980738], [-4.764780, -0.402780, -3.750549], [-5.396213, 0.758181, -4.335117], [1.144080, -2.781526, -4.976238], [1.261138, -4.154911, -4.899943], [0.464554, -4.608574, -5.669574], [2.402899, -0.685530, -3.429696], [0.924869, -0.438694, -2.363519], [1.350342, 0.686767, -5.097870], [-0.084245, -0.457048, -5.199461], [-0.016749, 2.352653, -4.264391], [-0.094822, 1.450258, -2.663349], [-1.962360, 0.401341, -4.628147], [-3.411885, 1.947496, -2.771925], [-2.057097, 1.114526, -1.821843], [-1.780155, -1.556372, -1.833255], [-2.995603, -3.979302, -2.217063], [-5.396768, -4.066279, -3.614980], [-6.492192, -1.790282, -4.566240], [-6.072624, 1.033068, -3.673144], [2.238873, -0.919397, 3.591472], [1.185754, 0.160603, 3.233852], [1.744904, 1.066871, 2.116419], [2.846470, 1.996151, 2.609763], [2.370885, 2.810561, 3.804680], [1.748008, 1.963680, 4.939527], [0.789744, 0.925627, 4.454172], [-0.429496, 1.574545, 4.167974], [2.864436, 1.282283, 5.768415], [1.101882, 2.950476, 5.951702], [0.009750, -0.668865, 2.652843], [2.326813, -1.663087, 2.790130], [3.245969, -0.525864, 3.720176], [1.956900, -1.458315, 4.501020], [0.938641, 1.674072, 1.688307], [2.134849, 0.455741, 1.291400], [3.746610, 1.428825, 2.868724], [3.138112, 2.674900, 1.799921], [3.214211, 3.396305, 4.192337], [1.635329, 3.540569, 3.444549], [2.439709, 0.587847, 6.499089], [3.445399, 2.023033, 6.330628], [3.593735, 0.743952, 5.165662], [0.367659, 3.610357, 5.481418], [1.860220, 3.605580, 6.397268], [0.609544, 2.414487, 6.769543], [-0.409631, -1.340060, 3.409249], [0.347169, -1.288053, 1.813729], [-0.797981, -0.042891, 2.262983]], "forces_ev_per_angstrom": [[-1.553, -2.459, -5.714], [2.869, 2.026, 1.713], [-2.569, 1.457, 3.782], [3.343, 1.125, -1.171], [-0.560, 0.008, 0.477], [0.891, 0.073, -0.095], [1.356, 0.626, -1.331], [1.047, -1.248, 1.035], [-1.631, -0.536, -0.589], [-1.235, -1.498, 0.158], [-3.934, -0.099, -2.363], [-0.983, 2.750, -1.105], [1.156, 3.425, 0.013], [3.952, 0.076, 2.200], [0.629, -3.583, 0.802], [0.682, -1.481, 1.937], [-0.651, 2.213, 3.111], [-2.318, -2.084, -2.655], [1.859, -0.015, 1.281], [-1.889, -0.316, -0.174], [0.493, -0.870, -1.472], [-1.471, -0.805, 0.997], [0.567, 1.065, 1.017], [-0.490, -1.527, 0.930], [-0.656, -0.241, -1.427], [-0.019, 1.018, 0.679], [0.995, -1.720, 0.188], [-0.691, -0.326, -1.434], [-1.601, -0.317, -0.812], [-1.082, 1.779, -0.789], [1.159, 1.639, 0.561], [1.710, -0.014, 1.016], [0.665, -0.159, -0.718], [0.277, -0.078, -0.147], [0.544, -0.466, -0.128], [-0.006, -0.025, -0.207], [-0.034, -0.036, 0.019], [-0.031, 0.235, -0.044], [0.692, -0.040, 0.290], [-0.821, 0.122, 0.165], [-0.080, 0.244, -0.257], [0.362, 0.041, -0.056], [-0.511, -0.147, -0.399], [-0.315, 0.511, 0.123], [-0.150, 0.121, -0.044], [-0.006, 0.068, 0.129], [-0.050, 0.211, -0.015], [-0.103, -0.052, 0.265], [-0.048, -0.139, 0.052], [-0.005, -0.066, 0.021], [0.052, -0.008, 0.027], [-0.043, 0.000, 0.139], [-0.118, -0.193, 0.134], [-0.104, 0.020, -0.197], [-0.105, 0.102, -0.073], [-0.064, -0.107, -0.050], [-0.047, -0.381, -0.066], [0.227, -0.211, -0.121], [-0.014, -0.055, -0.175], [0.031, 0.163, 0.049], [0.312, 0.050, 0.145], [0.118, 0.135, 0.374]], "homo_lumo_gap_ev": [2.1, 1.5], "energy_ha": -1414.09810, "homo_ev": [-1.35, -1.35], "max_force_ev_per_a": 6.4, "e_lumo_ha": [0.0290, 0.0060], "total_charge": -1, "spin_multiplicity": 2}